[1]
The following is a quantum chemistry calculation of C49H53ILuN4O6S3 as an isolated structure at a distorted geometry, from the OMol25 dataset.

* HOMO-LUMO gap: 0.283 hartree
* highest occupied orbital energy: -9.7 eV
* charge: +1

Atoms and positions in Å:
Lu: 0.04720 0.92590 -0.18600
C: -3.03910 0.29850 -4.27960
C: -2.00280 -0.13610 -3.29620
O: -2.10440 0.14200 -1.94630
C: -0.88280 -0.76840 -3.69970
C: 0.23550 -1.20980 -2.91010
C: 1.25130 -2.07240 -3.59980
N: 0.37430 -0.89960 -1.64840
N: 1.49510 -1.48510 -1.09590
C: 1.77520 -1.21210 0.15840
O: 1.11250 -0.46550 0.94010
C: 3.04080 -1.85400 0.60020
C: 3.78390 -1.30820 1.63990
C: 4.97800 -1.89260 2.01880
C: 5.43500 -3.02690 1.37010
C: 4.69930 -3.57240 0.33010
C: 3.51060 -2.98810 -0.05900
H: -3.87130 -0.40180 -4.32870
H: -2.57910 0.32880 -5.26160
H: -3.40440 1.29520 -4.05110
H: -0.81910 -0.99140 -4.75370
H: 1.16530 -2.00180 -4.67910
H: 1.10680 -3.10880 -3.29350
H: 2.24870 -1.77720 -3.27900
H: 3.41580 -0.42610 2.14260
H: 5.55150 -1.46200 2.82470
H: 6.36260 -3.49100 1.66670
H: 5.05530 -4.45460 -0.17820
H: 2.90770 -3.40810 -0.84820
O: 0.60200 2.82780 0.90520
S: 0.74190 3.83500 1.99960
C: 1.89380 5.15540 1.32030
C: 2.34260 4.86080 -0.10190
C: 3.43990 3.79490 -0.14860
C: 3.77850 3.33710 -1.56100
S: 2.95450 1.70220 -1.97900
O: 2.26380 1.31070 -0.71340
C: 4.46260 0.70540 -1.93610
C: 5.14800 0.54780 -0.74530
C: 6.30610 -0.20630 -0.71530
C: 6.76840 -0.80960 -1.87320
C: 6.06420 -0.67100 -3.05800
C: 4.90780 0.09200 -3.09410
C: -0.80310 4.78460 1.89640
C: -1.48400 4.83270 0.69300
C: -2.73060 5.43280 0.63500
C: -3.28680 5.97980 1.77960
C: -2.58470 5.96000 2.97480
C: -1.33960 5.35650 3.04000
H: 2.74160 5.17010 2.00580
H: 1.36350 6.10260 1.38540
H: 2.70710 5.78740 -0.55110
H: 1.48930 4.52710 -0.69310
H: 3.09560 2.92510 0.42210
H: 4.33990 4.18050 0.33700
H: 4.84640 3.18400 -1.68890
H: 3.41960 4.03300 -2.31630
H: 4.77150 1.01830 0.14770
H: 6.84960 -0.32110 0.20820
H: 7.67310 -1.39690 -1.85330
H: 6.42050 -1.14790 -3.95840
H: 4.35830 0.21750 -4.01530
H: -1.05500 4.38920 -0.19150
H: -3.26690 5.45700 -0.30080
H: -4.27290 6.41620 1.74170
H: -3.01250 6.40640 3.85920
H: -0.79780 5.32800 3.97300
C: -2.68770 -0.89960 1.97970
C: -1.70680 0.02890 2.63140
N: -1.59410 -0.10120 3.95880
O: -1.07590 0.88090 2.00550
H: -3.60050 -0.99560 2.56010
H: -2.20680 -1.87680 1.91400
H: -2.91750 -0.55310 0.97620
H: -2.03980 -0.88010 4.41870
H: -0.89420 0.42260 4.45970
O: -0.39700 -2.82290 1.92640
S: -0.05760 -4.20490 2.28760
C: 1.73890 -4.21580 2.76460
C: 2.09460 -3.36440 3.93200
C: 2.71060 -3.92300 5.04710
C: 3.09620 -3.12330 6.10870
C: 2.84580 -1.76220 6.07880
C: 2.19960 -1.20680 4.98690
C: 1.82840 -1.99800 3.91470
C: -0.75700 -4.47650 4.00940
C: -2.16400 -3.99010 4.03060
C: -2.57660 -3.04270 4.96130
C: -3.88050 -2.57220 4.95300
C: -4.77900 -3.03210 4.00500
C: -4.37530 -3.97790 3.07580
C: -3.07740 -4.45350 3.08750
H: 2.23400 -3.85320 1.86320
H: 1.99500 -5.26140 2.92530
H: 2.89890 -4.98760 5.07060
H: 3.59200 -3.56230 6.96120
H: 3.15210 -1.13860 6.90520
H: 1.99210 -0.14650 4.96860
H: 1.33200 -1.55970 3.06260
H: -0.13650 -3.95860 4.73790
H: -0.69200 -5.55230 4.16390
H: -1.88040 -2.70270 5.71800
H: -4.19910 -1.85230 5.69270
H: -5.79160 -2.65980 3.99360
H: -5.07740 -4.34980 2.34540
H: -2.76590 -5.19500 2.36540
I: -0.10280 2.74080 -2.47360
C: -3.06390 0.87870 -1.34530
C: -4.41890 0.93230 -1.66700
C: -5.24160 1.72890 -0.88900
C: -4.70860 2.40590 0.19860
C: -3.36910 2.22970 0.48730
N: -2.55910 1.49780 -0.26880
H: -4.82330 0.35290 -2.47760
H: -6.29490 1.79740 -1.11540
H: -5.32160 3.03730 0.81840
H: -2.92030 2.67020 1.36570

Cartesian forces, eV/Å:
-1.1 1.4 0.4
0.1 0.0 0.2
0.7 -0.2 -0.2
0.0 -0.4 -0.5
-0.7 0.4 0.2
0.2 0.0 0.7
0.0 0.1 0.1
0.1 0.0 -0.1
0.6 -0.5 0.3
0.4 -1.2 -1.6
-0.2 0.2 1.0
0.1 0.1 0.1
-0.2 0.0 -0.1
0.1 0.0 0.1
0.1 0.0 0.0
0.0 0.0 -0.1
0.0 0.0 0.1
-0.2 0.0 0.1
0.0 0.0 0.0
-0.1 0.1 0.0
0.0 0.1 0.0
-0.1 0.0 -0.1
0.1 -0.1 0.0
0.0 -0.1 0.0
0.0 0.1 0.0
0.1 0.0 0.1
0.1 0.0 0.1
0.0 -0.1 -0.1
0.0 0.0 -0.1
0.1 -0.4 -0.4
-0.4 1.3 0.0
-0.1 -0.3 0.1
0.0 -0.3 0.0
-0.2 0.0 0.1
-0.2 -0.2 -0.1
1.6 0.2 -0.7
-0.7 -0.3 0.9
-0.3 0.1 -0.1
0.0 0.1 0.1
0.0 0.1 0.0
-0.1 -0.1 -0.1
0.1 0.0 0.0
-0.2 0.1 0.0
0.2 -0.3 0.2
0.2 0.0 -0.2
0.1 0.1 0.1
0.0 0.0 0.0
0.0 0.0 0.0
0.1 -0.1 0.0
0.0 0.0 0.1
-0.1 0.0 0.1
0.0 0.0 0.0
0.0 0.0 -0.1
0.2 0.1 0.0
0.0 0.0 0.0
0.0 0.0 -0.1
0.0 0.1 -0.1
-0.1 0.0 0.2
0.0 0.0 0.1
0.1 -0.1 0.0
0.0 0.0 -0.1
-0.1 0.0 -0.1
0.1 -0.2 -0.2
0.0 0.0 -0.1
-0.1 0.1 0.0
0.0 0.0 0.1
0.1 -0.1 0.2
0.1 0.0 -0.2
-0.6 -0.4 0.1
0.1 0.1 0.1
0.7 0.3 -0.4
-0.1 0.0 0.1
-0.1 0.0 0.0
0.0 0.0 0.1
0.0 0.1 -0.1
0.0 0.0 -0.1
-0.2 1.0 -0.3
0.6 -1.0 1.2
-0.6 -0.1 -0.1
0.0 0.1 0.1
0.0 0.0 -0.2
0.0 0.0 0.1
0.0 0.0 0.1
-0.1 0.0 0.1
-0.1 0.1 0.0
0.4 -0.1 -0.6
-0.1 0.1 -0.1
0.0 -0.2 0.0
-0.1 0.0 0.1
0.0 0.0 0.0
-0.1 0.0 0.0
0.0 0.0 0.2
-0.1 -0.2 -0.1
0.1 -0.1 0.0
0.1 -0.1 0.0
0.0 0.0 0.1
0.0 0.1 0.1
0.0 0.1 0.0
0.0 0.0 -0.1
0.0 0.0 0.0
0.0 -0.1 0.1
0.1 0.0 0.0
0.0 0.1 0.1
-0.1 0.0 0.0
-0.1 0.0 -0.1
0.0 -0.1 -0.1
-0.4 0.6 -0.7
-0.5 0.7 0.8
0.3 -0.2 -0.1
0.3 0.0 0.2
0.0 -0.1 -0.1
0.0 0.0 0.1
0.2 -0.4 -0.9
0.0 0.0 -0.1
-0.1 0.0 0.0
-0.1 0.1 0.1
0.0 0.0 0.0


[2]
The following is a quantum chemistry calculation of C49H54MgN10OS3 as an isolated structure at a distorted geometry, from the OMol25 dataset.

* HOMO-LUMO gap: 0.331 hartree
* highest occupied orbital energy: -13.2 eV
* relative energy (zero: lowest compared OMol25 entry of this formula, charge and spin): 19.7 kcal/mol
* charge: +2

Atoms and positions in Å:
Mg: -0.52524 -1.00206 1.83517
C: -3.01751 -3.31465 1.43497
C: -1.93347 -3.71728 0.43452
N: -0.58365 -3.31112 0.84257
C: 0.05858 -4.12174 1.85311
C: -0.30686 -3.77791 3.25620
C: -0.42838 -4.64834 4.28832
C: -0.77647 -4.24723 5.57859
C: -0.96392 -2.91817 5.79491
C: -0.89950 -2.02535 4.68893
C: -1.19518 -0.52164 4.76663
N: -1.71748 -0.00586 3.50900
C: -3.16204 -0.09118 3.28923
C: -3.53236 -1.47352 2.88046
N: -2.85941 -1.87109 1.67647
N: -0.54431 -2.45632 3.48089
H: -2.85498 -3.84660 2.36266
H: -4.02860 -3.58120 1.00047
H: -2.12641 -3.22772 -0.53504
H: -1.95966 -4.80561 0.30062
H: 0.02459 -3.05424 0.08688
H: 1.14895 -3.96680 1.75360
H: -0.08246 -5.20924 1.70406
H: -0.24544 -5.68390 4.07720
H: -1.00308 -4.98692 6.33773
H: -1.26543 -2.49484 6.75090
H: -0.21921 -0.07746 4.91770
H: -1.84392 -0.39141 5.60554
H: -1.40853 0.95566 3.36656
H: -3.51922 0.65949 2.49158
H: -3.70285 0.26669 4.17115
H: -4.64957 -1.56041 2.77479
H: -3.21047 -2.12753 3.70288
H: -3.34241 -1.44230 0.89533
N: 1.24179 -1.25985 0.40370
S: 2.00601 -0.66499 -0.69126
N: 1.68011 0.85524 -1.20927
S: 0.57119 1.45887 -2.08585
N: -0.90844 0.99746 -1.95013
S: -1.72438 1.29261 -0.54137
N: -1.11938 0.95267 0.74411
C: -2.13797 3.04416 -0.58431
C: -2.63983 3.64183 -1.72989
C: -2.92059 4.97454 -1.72063
C: -2.79307 5.71533 -0.54666
C: -2.37466 5.05010 0.59516
C: -2.00471 3.72690 0.60198
C: -3.24742 0.48126 -1.03016
C: -3.09918 -0.69983 -1.71485
C: -4.21489 -1.50922 -1.84815
C: -5.48536 -1.10631 -1.27735
C: -5.57870 0.12097 -0.64833
C: -4.43330 0.93419 -0.51138
C: 0.75012 3.20222 -1.82434
C: 0.34446 4.13085 -2.83159
C: 0.58465 5.49758 -2.59015
C: 1.07279 5.85098 -1.34830
C: 1.43710 4.93162 -0.42206
C: 1.28700 3.58041 -0.61899
C: 0.91885 1.12516 -3.79609
C: 1.98463 1.79175 -4.33588
C: 2.31372 1.66306 -5.67871
C: 1.44102 0.83560 -6.42045
C: 0.35570 0.16450 -5.89785
C: 0.05187 0.34517 -4.53234
C: 2.01970 -1.63004 -2.20829
C: 3.02488 -1.43821 -3.15187
C: 3.13079 -2.31686 -4.24135
C: 2.11914 -3.22642 -4.42482
C: 1.03964 -3.30794 -3.56414
C: 0.94877 -2.50753 -2.46816
C: 3.78184 -0.62825 -0.37164
C: 4.32892 -1.83682 0.12863
C: 5.68890 -1.90536 0.36899
C: 6.48477 -0.77243 0.15406
C: 5.94576 0.38107 -0.30481
C: 4.57971 0.46977 -0.62680
H: -2.78876 3.03058 -2.63082
H: -3.22574 5.46078 -2.61395
H: -3.10740 6.74131 -0.50169
H: -2.35999 5.60569 1.54333
H: -1.65062 3.26405 1.49170
H: -2.12702 -0.92818 -2.10847
H: -4.16927 -2.51031 -2.27334
H: -6.32378 -1.82766 -1.31141
H: -6.51651 0.35233 -0.14043
H: -4.50496 1.84454 0.10083
H: -0.04813 3.73815 -3.75701
H: 0.52914 6.23657 -3.37147
H: 1.25009 6.88189 -1.04229
H: 1.87076 5.28784 0.51597
H: 1.57099 2.86035 0.13550
H: 2.61367 2.43710 -3.67728
H: 3.17359 2.08078 -6.16040
H: 1.74114 0.59780 -7.45909
H: -0.16331 -0.63212 -6.41330
H: -0.74880 -0.12845 -4.04406
H: 3.81903 -0.69473 -2.92035
H: 3.90605 -2.27597 -5.00785
H: 2.18344 -3.96045 -5.22751
H: 0.34150 -4.10922 -3.72875
H: 0.11724 -2.57448 -1.76088
H: 3.60855 -2.58226 0.37237
H: 6.13328 -2.83041 0.72712
H: 7.56433 -0.83067 0.35045
H: 6.54615 1.24370 -0.46674
H: 4.17607 1.39631 -1.04511
C: 2.16844 2.29102 3.95008
N: 2.87849 1.08527 3.64214
C: 2.15751 0.05164 3.14419
N: 2.78037 -1.14729 2.95070
O: 0.91352 0.17331 3.01963
H: 2.87670 3.04340 4.29966
H: 1.44034 2.10992 4.72037
H: 1.61010 2.70083 3.12424
H: 3.86938 1.02044 3.87693
H: 3.78245 -1.14705 2.89572
H: 2.33588 -1.68437 2.17822

Cartesian forces, eV/Å:
0.0 0.6 -0.5
0.2 0.2 -1.0
0.4 -0.3 -0.3
-1.0 0.4 0.8
1.0 -0.8 -0.6
-0.5 2.2 0.6
0.2 -1.3 0.2
-0.1 -0.4 -0.5
-0.7 2.0 -0.3
0.4 -0.6 -0.2
0.3 -1.3 -0.4
0.2 0.7 -0.6
-0.6 2.0 -0.6
-1.5 -0.3 0.9
-0.1 -0.5 -0.6
0.1 -0.4 -0.1
-0.2 -0.2 0.3
0.9 0.2 0.6
0.0 -0.2 0.3
-0.2 0.0 -0.2
0.2 -0.2 0.0
-0.3 0.0 0.0
-0.1 0.3 -0.1
-0.1 -0.5 0.1
0.4 0.1 0.1
0.1 -0.3 -0.1
-0.1 0.4 0.3
-0.5 0.5 0.7
0.0 -0.4 0.1
1.1 -1.0 0.8
-0.1 -0.5 0.2
0.8 0.0 0.3
-0.3 -0.2 -0.3
0.1 0.5 -0.1
-0.2 0.2 -0.2
-0.5 -0.4 0.0
0.8 0.1 0.5
-0.2 -0.8 -0.1
0.2 0.3 -0.1
0.3 0.6 0.7
-0.1 -1.0 0.0
-0.2 -0.9 -0.3
0.2 -1.3 -0.5
0.0 0.9 0.4
-0.2 -1.0 0.0
-0.1 1.5 1.1
-0.2 0.2 -0.6
0.7 1.0 0.3
-0.9 -0.7 -0.3
-1.6 0.0 0.8
1.6 -0.9 -0.8
0.1 -0.2 0.5
-1.2 -0.2 0.7
-0.4 0.4 -1.2
1.0 -0.1 1.1
-0.1 -1.4 -0.4
0.3 1.4 -0.1
0.4 -0.2 1.9
0.1 -0.1 0.0
-1.2 0.6 0.3
2.3 1.4 0.2
-2.0 -1.3 0.3
1.4 -0.3 -1.4
0.0 -0.2 1.7
1.2 0.2 -1.2
-0.8 0.2 -0.8
1.2 -0.1 0.5
-0.3 0.9 -0.1
0.1 -0.9 -0.5
-0.1 -0.8 -0.5
0.5 0.9 1.4
0.2 0.2 -0.1
-0.2 1.6 -0.2
-0.2 -0.1 0.0
1.0 -1.3 0.5
-1.2 0.8 -0.7
0.1 0.1 0.2
0.1 0.3 0.3
-0.4 0.3 -0.6
0.1 0.3 0.0
0.1 -0.2 -0.4
0.2 -0.5 0.4
0.1 -0.4 -0.1
0.2 0.3 -0.2
0.5 0.7 0.0
0.3 0.3 -0.3
0.2 -0.3 -0.5
0.0 0.2 -0.2
-0.6 0.0 -0.1
-0.1 0.0 -0.6
-0.2 -0.2 -0.2
0.0 -0.1 -0.1
-0.5 -0.6 -0.6
0.2 0.4 0.1
-0.4 0.3 0.6
-0.1 0.4 -0.4
-1.0 -0.6 0.3
-0.6 -0.6 -0.4
0.0 0.2 0.6
0.0 0.3 0.1
-0.5 0.0 -0.1
0.3 0.0 -0.3
-0.1 -0.9 0.0
-0.1 0.2 0.0
-0.6 0.0 -0.1
0.5 0.5 -0.1
0.0 -0.4 0.2
0.3 0.8 0.6
0.3 -0.4 -0.6
-0.5 -0.2 0.9
-0.6 -0.4 -0.9
1.1 -0.2 -0.6
-0.1 -0.1 0.0
-0.3 0.0 0.6
0.0 0.0 -0.6
-0.7 -0.2 -0.3
0.3 0.1 0.0
0.4 0.6 0.7